[1]
33
Properties=species:S:1:pos:R:3 method="wB97M-V/def2-TZVPD" fmax_ha_per_bohr=0.08382 total_charge=+1 relative_energy_kj_mol=258.27
C -0.577 2.534 0.336
C -4.260 -0.156 0.788
C 0.933 -1.881 -2.392
C -0.001 -0.280 2.342
C -0.804 1.267 -0.412
C 3.152 -0.364 -0.022
N -1.433 1.393 -1.747
N 3.525 -1.597 0.214
N 4.121 0.523 -0.039
O -3.142 -0.827 0.139
O 0.754 -1.341 -1.059
O 0.906 -0.588 1.313
Si 1.005 -0.013 -0.165
H -0.279 3.432 -0.296
H 0.158 2.289 1.214
H -1.508 2.845 0.683
H -4.552 -0.560 1.680
H -5.042 -0.211 0.089
H -3.941 0.840 1.011
H 0.074 -1.661 -3.108
H 1.011 -3.013 -2.361
H 1.868 -1.421 -2.843
H -1.064 -0.385 1.935
H 0.039 0.798 2.747
H 0.215 -0.909 3.299
H -1.495 0.652 0.245
H -1.032 2.096 -2.356
H -3.287 -1.771 0.436
H 4.528 -1.871 0.287
H 2.876 -2.450 0.312
H -1.717 0.698 -2.351
H 3.861 1.559 -0.222
H 5.108 0.374 0.302

***

[2]
20
Properties=species:S:1:pos:R:3 method="wB97M-V/def2-TZVPD" fmax_ha_per_bohr=0.04453 spin_multiplicity=2 total_charge=+2 relative_energy_kj_mol=17.99
C 0.845 0.669 0.133
C -0.578 1.095 0.044
C -0.779 2.555 -0.054
N 0.990 -0.857 0.127
H 1.364 0.966 1.056
H 1.438 0.990 -0.730
H -1.036 0.550 -0.868
H -1.157 0.794 0.961
H -0.280 3.189 -0.831
H -0.298 2.928 0.913
H -1.824 2.865 -0.106
H 0.705 -1.186 -0.812
H 0.333 -1.225 0.851
H 1.951 -1.167 0.256
H -0.240 -2.913 2.463
H -1.174 -1.633 2.621
O -0.409 -2.007 2.195
H 0.539 -1.643 -3.312
H -0.612 -2.221 -2.501
O 0.220 -1.752 -2.406

***

no.,DFT total energy (eV)
1,-25029.5873
2,-8902.1657